ORCA calculation (ωB97M-V/def2-TZVPD) on a molecular structure, C30H27AuF5S4Si.

CARTESIAN COORDINATES (ANGSTROEM)
Au 0.52 0.53 -0.36
C 2.70 2.95 -1.64
C 1.54 3.87 -1.36
S 0.40 3.21 -0.13
C -1.25 3.55 -0.87
C -1.52 2.90 -2.23
S -1.34 1.09 -2.23
C -0.16 0.83 -3.60
C 1.17 1.56 -3.62
S 2.29 1.30 -2.23
H 3.30 2.73 -0.71
H 3.39 3.40 -2.35
H 0.98 4.08 -2.29
H 1.92 4.79 -0.94
H -1.37 4.65 -1.02
H -2.00 3.21 -0.18
H -0.81 3.26 -2.99
H -2.52 3.21 -2.59
H -0.67 1.11 -4.55
H -0.02 -0.23 -3.65
H 1.06 2.62 -3.75
H 1.66 1.20 -4.54
F -0.24 5.79 4.88
C -0.48 4.67 4.22
C -1.73 4.06 4.29
F -2.67 4.61 5.03
C -1.95 2.90 3.61
F -3.15 2.38 3.61
C -0.91 2.19 2.95
S -1.17 0.72 2.13
C 0.36 2.83 2.91
F 1.39 2.18 2.38
C 0.54 4.08 3.45
F 1.69 4.73 3.35
C 1.36 -3.97 -4.04
C 2.29 -3.22 -3.35
C 1.95 -2.57 -2.15
C 0.61 -2.62 -1.70
C -0.30 -3.39 -2.39
C 0.05 -4.05 -3.58
Si 0.15 -1.80 -0.04
C -1.65 -2.11 0.40
C -2.71 -1.91 -0.49
C -4.03 -2.05 -0.11
C -4.30 -2.40 1.21
C -3.26 -2.57 2.15
C -1.95 -2.44 1.72
C 1.23 -2.43 1.38
C 1.07 -3.75 1.79
C 1.71 -4.23 2.91
C 2.63 -3.40 3.57
C 2.84 -2.11 3.15
C 2.11 -1.61 2.08
H 1.63 -4.44 -4.98
H 3.30 -3.08 -3.76
H 2.67 -1.96 -1.65
H -1.29 -3.49 -2.05
H -0.68 -4.59 -4.12
H -2.47 -1.57 -1.51
H -4.82 -1.83 -0.83
H -5.29 -2.49 1.55
H -3.52 -2.75 3.15
H -1.15 -2.57 2.45
H 0.31 -4.38 1.31
H 1.59 -5.27 3.21
H 3.18 -3.81 4.43
H 3.56 -1.50 3.63
H 2.22 -0.59 1.71

Output
total charge	+1
<S²>	2.031
2S+1	3
HOMO-LUMO gap (alpha / beta)	7.93 / 5.81	eV

ORCA calculation (ωB97M-V/def2-TZVPD) on a single C5H8N2 molecule.

CARTESIAN COORDINATES (ANGSTROEM)
C 2.27 -0.02 -0.19
C 1.02 -0.49 0.55
C 0.54 0.65 1.22
N -0.71 0.93 0.93
N -1.11 -0.11 0.18
C -2.35 0.03 -0.54
C -0.13 -1.00 -0.05
H 2.03 0.98 -0.62
H 2.46 -0.67 -1.03
H 3.14 0.13 0.45
H 1.18 1.29 1.80
H -2.24 0.79 -1.31
H -3.12 0.34 0.17
H -2.61 -0.93 -1.00
H -0.37 -1.93 -0.56

Output
total charge	0
HOMO-LUMO gap	9.27	eV
structure (SMILES)	Cc1cnn(C)c1

ORCA calculation (ωB97M-V/def2-TZVPD) on a single C3H9IN2O molecule.

CARTESIAN COORDINATES (ANGSTROEM)
C 1.17 1.87 1.04
N 1.47 0.49 0.90
N 1.28 -0.01 -0.38
C 0.33 -0.98 -0.62
I 0.47 -1.85 -2.56
O -1.26 -0.23 -0.65
C -2.32 -1.10 -0.46
H 0.15 2.20 0.68
H 0.82 2.14 2.11
H 1.96 2.58 0.74
H 2.40 0.14 1.27
H 1.42 0.69 -1.14
H 0.29 -1.93 -0.02
H -2.14 -1.85 0.30
H -2.85 -1.47 -1.38
H -3.19 -0.69 0.19

Output
total charge	0
HOMO-LUMO gap	9.44	eV
structure (SMILES)	CNN[C@H](I)OC

ORCA calculation (ωB97M-V/def2-TZVPD) on a molecular structure, C17H32IInN3O4Se.

CARTESIAN COORDINATES (ANGSTROEM)
In -0.46 -0.89 -0.68
C -0.21 2.94 -0.61
C 1.24 2.53 -0.73
O 1.60 1.48 0.15
C 1.89 1.84 1.49
C 0.67 1.94 2.40
O -0.26 0.92 2.08
C -1.56 1.24 2.57
C -2.58 0.25 2.06
O -2.53 -0.04 0.67
C -3.20 0.86 -0.21
C -2.41 2.12 -0.48
O -1.05 1.80 -0.75
H -0.43 3.68 -1.38
H -0.41 3.41 0.36
H 1.88 3.40 -0.57
H 1.44 2.14 -1.73
H 2.43 2.79 1.51
H 2.58 1.08 1.87
H 0.19 2.92 2.30
H 0.99 1.85 3.44
H -1.81 2.26 2.26
H -1.57 1.21 3.66
H -3.57 0.63 2.32
H -2.46 -0.71 2.57
H -4.18 1.12 0.19
H -3.32 0.29 -1.13
H -2.44 2.81 0.38
H -2.85 2.64 -1.33
N -1.33 -2.66 0.84
C -1.06 -3.18 2.19
C 0.25 -3.94 2.20
C 1.51 -3.08 2.23
C 1.99 -2.48 0.92
N 1.33 -1.19 0.54
H -2.27 -2.31 0.75
H -1.29 -3.42 0.16
H -1.87 -3.84 2.53
H -1.01 -2.35 2.89
H 0.28 -4.60 1.33
H 0.26 -4.60 3.07
H 2.33 -3.71 2.59
H 1.40 -2.29 2.98
H 1.87 -3.19 0.10
H 3.05 -2.26 1.01
H 1.98 -0.59 0.05
H 1.05 -0.68 1.38
Se -1.97 -1.79 -2.32
I 3.09 -2.08 -2.58
C 2.02 -0.58 -3.56
C 2.47 -0.18 -4.82
C 1.74 0.79 -5.48
C 0.60 1.30 -4.88
C 0.24 0.83 -3.63
N 0.96 -0.09 -2.96
H 3.35 -0.63 -5.25
H 2.06 1.13 -6.45
H -0.01 2.03 -5.37
H -0.66 1.16 -3.14

Output
total charge	+1
HOMO-LUMO gap	7.16	eV

ORCA calculation (ωB97M-V/def2-TZVPD) on 2 unconnected molecules or ions with the total composition C3H5BN2O2.

CARTESIAN COORDINATES (ANGSTROEM)
C 1.80 -0.54 0.89
N 2.09 -1.10 -0.24
C 1.26 -0.56 -1.17
N 0.36 0.26 -0.71
C 0.61 0.33 0.71
H 2.30 -0.44 1.79
H 1.43 -0.99 -2.14
H 0.53 1.29 0.97
H -0.39 -0.12 1.27
O -2.75 0.24 1.33
B -2.75 0.31 0.10
O -2.66 0.61 -1.14
H -1.81 0.70 -1.65

Output
total charge	0
HOMO-LUMO gap	10.53	eV
structure (SMILES)	C1=NC=NC1.O=BO

ORCA calculation (ωB97M-V/def2-TZVPD) on a molecular structure, C30H39Cl5GeKN2O3STe.

CARTESIAN COORDINATES (ANGSTROEM)
K -0.01 0.62 -0.85
C 4.71 -0.53 -1.81
O 3.40 -0.93 -1.46
C 2.97 -1.98 -2.29
C 1.57 -2.39 -1.93
O 0.61 -1.41 -2.30
C -0.27 -1.75 -3.35
C 0.21 -1.20 -4.67
O 0.17 0.25 -4.60
C -1.07 0.81 -5.09
H 5.40 -1.37 -1.76
H 4.73 -0.10 -2.82
H 5.03 0.22 -1.09
H 3.03 -1.67 -3.34
H 3.64 -2.85 -2.15
H 1.32 -3.35 -2.38
H 1.49 -2.52 -0.84
H -0.40 -2.84 -3.43
H -1.24 -1.31 -3.10
H 1.24 -1.47 -4.90
H -0.45 -1.51 -5.48
H -1.88 0.39 -4.50
H -1.02 1.88 -4.92
H -1.16 0.59 -6.15
C 2.53 2.51 1.26
C 2.88 2.81 -0.21
N 1.73 2.97 -1.06
C 1.06 4.26 -1.03
C 0.24 4.59 0.23
S -0.98 3.37 0.82
C -0.30 2.91 2.44
C 0.55 1.63 2.46
N 1.47 1.54 1.35
H 2.21 3.42 1.76
H 3.45 2.19 1.78
H 3.45 1.97 -0.60
H 3.55 3.69 -0.23
H 1.94 2.72 -2.02
H 0.40 4.30 -1.89
H 1.78 5.09 -1.14
H -0.31 5.50 0.02
H 0.90 4.81 1.07
H -1.15 2.77 3.10
H 0.26 3.77 2.82
H -0.11 0.76 2.41
H 1.04 1.58 3.45
H 1.76 0.59 1.16
Cl -1.88 3.02 -2.62
C -3.08 1.87 -1.97
C -2.76 0.53 -2.01
C -3.75 -0.29 -1.49
Cl -3.48 -2.03 -1.51
C -4.94 0.17 -0.93
Cl -6.11 -0.91 -0.28
C -5.18 1.55 -0.91
Cl -6.64 2.16 -0.21
C -4.24 2.42 -1.44
Cl -4.54 4.13 -1.43
Ge -0.65 -2.71 1.08
C 0.82 -3.02 2.46
C 1.58 -2.01 3.06
C 2.60 -2.28 3.96
C 2.89 -3.59 4.31
C 2.16 -4.62 3.73
C 1.15 -4.33 2.81
C -2.11 -2.13 2.33
C -2.47 -2.87 3.47
C -3.53 -2.50 4.28
C -4.29 -1.38 3.96
C -3.97 -0.64 2.84
C -2.89 -1.01 2.04
H -0.25 -1.12 0.84
H 1.35 -0.97 2.83
H 3.16 -1.46 4.41
H 3.68 -3.81 5.01
H 2.38 -5.65 3.99
H 0.61 -5.15 2.35
H -1.89 -3.75 3.73
H -3.78 -3.09 5.15
H -5.13 -1.09 4.59
H -4.56 0.23 2.57
H -2.66 -0.41 1.17
Te 1.98 1.41 -4.92

Output
total charge	-1
HOMO-LUMO gap	4.94	eV

Number 3 is which compound? C3H9IN2O

The lowest total charge belongs to which entry? C30H39Cl5GeKN2O3STe